## A
Computed, not measured: 10 unconnected molecules or ions with the total composition C31H89N13O10, with wB97M-V/def2-TZVPD.

Each line ends with the Mulliken charge.
Positions of all 143 atoms, in Å:
O -3.98003 -2.01873 -1.30895  -0.675
O 1.67151 6.43524 0.11861  -0.231
O 2.36486 0.03139 -6.42021  -0.220
O -0.77960 0.68184 -0.83497  -1.247
O 5.12445 1.07489 1.38626  -0.113
O -0.81972 -5.93095 0.68602  -0.717
O -0.49591 -1.65681 -5.23203  -0.362
O -3.45838 1.02397 4.76666  -0.259
O 1.54121 0.85315 4.58454  -0.415
O -6.86591 0.09484 1.53958  -0.361
N -1.20402 1.93722 3.31638  -0.589
N 1.20020 -2.50060 3.10149  -0.416
N -2.11874 -2.91619 -7.45038  -0.749
N -5.51078 -0.63275 -2.30061  -0.426
N -2.61432 -4.67975 0.05377  -0.197
N -3.35797 0.05929 -1.96299  0.014
N -5.47491 -2.40120 1.35035  -0.689
N -0.47923 -3.86442 -0.15493  -0.146
N 2.74748 -0.99926 -3.61268  -0.455
N 0.98080 -0.77483 -0.65319  0.222
N 0.01947 3.53915 -1.43909  -0.594
N 5.08277 -1.07867 3.24210  -0.713
N -0.40125 -0.56940 1.07789  0.893
C 1.70397 -0.23284 3.71199  0.228
C 1.80203 3.60675 0.18651  -0.629
C -1.56087 -3.63728 -6.34619  1.026
C 5.32252 2.41071 1.78116  -0.745
C -0.92082 3.77258 4.85320  -1.470
C 3.86341 -0.63227 -4.54306  0.556
C 5.08337 -1.75493 0.89196  -1.231
C -4.59110 0.58474 5.48985  -0.839
C 2.80768 1.34024 -6.76692  -0.732
C -2.90024 2.28522 5.14327  -1.104
C 6.29221 0.30320 1.67887  -1.023
C -7.25221 1.16039 0.73944  -0.729
C -0.93634 -1.66072 -3.88356  -0.476
C -3.75661 -1.59932 2.78918  -0.376
C 5.01773 -1.60224 -4.26482  -1.586
C 1.84597 7.82258 -0.09140  -0.833
C 1.18771 5.73376 -1.02261  -0.809
C 3.40706 -0.82399 -5.96776  -0.904
C -0.11448 -0.13157 -0.19201  0.173
C -1.34480 -5.09032 -6.80895  -1.470
C 0.73083 -1.37504 3.94246  0.833
C -5.20616 -1.39120 2.37500  0.410
C -5.49027 -0.00847 1.77654  0.050
C -0.32303 -2.94064 -5.78210  -1.004
C 0.65381 4.40942 -0.45878  0.417
C -1.28486 -4.89254 0.22554  0.489
C 5.89306 -1.13584 2.03153  0.444
C 0.59416 -1.89780 5.39039  -1.806
C -1.45498 2.29796 4.71191  1.518
C 2.13432 2.05223 4.14035  -0.484
C -4.27005 -0.92410 -1.80754  0.659
H -5.66847 0.11947 -2.93781  0.177
H 1.42522 2.72210 0.70850  -0.260
H -1.18108 -0.08834 1.49992  -0.312
H 0.37727 -2.76505 -6.61525  0.323
H 6.86798 -1.59520 2.20476  0.285
H -3.09245 2.48852 6.19784  0.398
H 1.49963 -1.29900 0.02474  0.008
H -1.67570 4.41859 5.30306  0.423
H -2.30573 -5.49774 -7.11562  0.391
H 0.03119 -2.81905 5.49930  0.508
H -3.38709 -0.88671 3.53208  -0.038
H -0.99347 -5.69131 -5.96365  0.356
H 4.70741 -2.73758 1.18953  0.439
H 3.33100 1.78108 -5.91486  0.286
H 4.70249 -2.62280 -4.47776  0.419
H -8.34236 1.18140 0.71465  0.297
H 1.59920 -2.00954 5.80491  0.371
H 5.66714 2.58218 2.81049  0.406
H 0.40808 6.32103 -1.51052  0.423
H -5.34887 0.46740 4.69954  0.175
H -5.08562 1.33529 6.10918  0.490
H 1.91534 1.91340 -7.00042  0.233
H 4.19958 -1.17839 0.61336  0.157
H -2.87648 -3.88238 -0.50722  0.117
H -4.87444 -2.22971 0.54733  0.060
H 0.54649 3.51810 -2.30120  0.248
H 6.97511 0.74062 2.40870  0.450
H -3.09353 -3.09909 -7.65071  0.233
H -6.15884 -1.39482 -2.18465  0.285
H 1.34686 -0.46225 -1.54377  0.130
H -6.85295 1.16035 -0.28322  0.197
H -3.30412 -5.40371 0.09836  0.214
H 2.17791 -2.66385 3.33297  0.170
H -4.53644 -0.41551 5.91656  0.241
H 2.72024 -0.61172 3.89972  0.064
H -0.19331 2.61526 -1.09539  0.293
H -0.80304 1.67474 5.33283  -0.029
H -6.96419 2.15363 1.12127  0.307
H -2.23384 -3.62559 -5.46804  0.077
H -3.43096 3.02136 4.52414  0.352
H -1.08093 0.92992 3.38526  -0.242
H 0.03652 3.75764 5.37300  0.331
H 6.89627 0.26796 0.76008  0.431
H -5.78954 -1.50447 3.29238  0.426
H 0.11030 -1.08682 5.94318  0.324
H 2.56911 8.07208 -0.86838  0.298
H -3.05931 -1.50023 1.94541  -0.322
H -5.11858 0.81731 2.40261  0.305
H 1.73506 0.09925 2.66593  0.524
H 0.79039 -3.39524 3.34931  0.295
H 4.30707 -0.43615 3.17269  0.375
H 4.19566 -0.89200 -6.73606  0.522
H 0.47431 -3.72462 0.12184  0.198
H -2.01382 -1.84105 -3.85685  0.278
H -0.86201 -2.96646 -0.41610  0.070
H -0.11485 4.62492 0.28727  0.134
H -0.44637 -2.44803 -3.29723  0.367
H -0.26291 -1.00941 3.66632  -0.721
H 2.42595 4.18528 0.87640  0.379
H 2.47156 3.17882 -0.56607  0.263
H 2.01586 8.22908 0.90308  0.254
H -0.66582 4.30015 3.92855  0.304
H -0.28740 2.34684 3.19595  0.052
H -0.59662 -5.16444 -7.59490  0.309
H 5.37245 -1.45977 -3.24426  0.281
H 0.16594 -1.23091 1.56927  -0.060
H 3.21305 2.00647 3.95171  0.298
H 1.68596 2.41857 3.21187  -0.028
H 0.88422 8.26879 -0.38485  0.331
H -3.48741 -2.59163 3.15369  0.468
H 2.65675 -2.01163 -3.64513  0.261
H 4.65690 -1.98967 3.37803  0.303
H -2.09413 -1.90483 -7.34676  0.248
H 5.65284 -1.87719 -0.03441  0.368
H -3.52002 0.90705 -2.47348  0.190
H -2.43996 0.01527 -1.54145  -0.167
H 1.97530 -0.65218 -4.19177  0.248
H -4.88337 0.04309 0.85982  -0.186
H 3.48347 1.31271 -7.62517  0.306
H 6.04400 2.90520 1.12157  0.352
H -6.42666 -2.32682 1.00759  0.338
H 4.41092 3.01542 1.79359  0.002
H 2.04473 5.53004 -1.67231  0.313
H 0.32539 -3.53255 -5.12197  0.433
H 5.89896 -1.39243 -4.87759  0.414
H -0.68455 -0.71202 -3.41202  -0.004
H 2.97550 -1.81302 -6.18175  0.182
H 2.02596 2.82127 4.90078  0.283
H 4.13372 0.41921 -4.42930  0.199

gap between HOMO and LUMO = 9.02 eV



## B
Computed, not measured: 10 unconnected molecules or ions with the total composition C31H89N13O10, with wB97M-V/def2-TZVPD.

Each line ends with the Mulliken charge.
Positions of all 143 atoms, in Å:
O -22.80497 28.86340 -25.79211  -0.123
O -28.84568 18.57168 -27.14271  -0.268
O -30.72458 18.14710 -22.13420  -0.304
O -30.17057 22.93878 -28.41546  -0.329
O -31.78585 24.66556 -21.39775  -0.712
O -27.52804 25.45388 -23.76573  -0.105
O -24.53626 24.84399 -29.54483  -0.296
O -26.11678 25.51096 -20.09288  -0.410
O -29.39979 28.54456 -26.33442  -0.594
O -21.75021 24.48652 -26.04449  -0.034
N -31.30150 29.15927 -25.23798  -0.453
N -23.82137 26.53868 -31.93191  -0.781
N -25.30060 28.36313 -22.26982  -0.412
N -32.39864 24.22428 -30.39383  -0.735
N -27.90040 23.25414 -24.24520  0.175
N -30.09397 27.32190 -24.54654  -0.101
N -26.17566 24.37544 -25.25054  0.685
N -29.64860 25.44971 -21.67152  0.098
N -24.46782 26.69395 -25.48573  -0.217
N -30.74761 24.53997 -23.43422  -0.026
N -29.53718 19.57725 -24.30818  -0.550
N -26.87916 20.26452 -25.44632  -0.534
N -18.19343 25.19966 -26.66536  -0.712
C -22.97544 26.18339 -30.76617  0.190
C -27.48769 28.01006 -21.30421  -1.127
C -24.90380 27.92200 -26.15312  1.431
C -30.14334 23.25967 -29.79186  -0.741
C -20.09736 26.78381 -26.43197  -0.589
C -31.55602 23.03080 -30.33355  0.622
C -30.62404 20.13822 -23.47245  0.394
C -31.43390 21.08825 -24.33281  -1.182
C -31.48358 19.05592 -22.85642  -1.030
C -24.17778 29.13652 -25.58914  -1.013
C -31.49644 17.14328 -21.50161  -0.755
C -19.53038 25.38520 -26.10084  0.644
C -30.80215 24.86956 -22.08541  0.280
C -29.63286 19.15194 -28.16228  -0.571
C -30.17616 28.38792 -25.40916  0.430
C -26.89120 20.03041 -26.93065  2.100
C -28.92636 23.11404 -27.81302  -0.887
C -27.21107 24.42536 -24.38187  0.002
C -26.41290 28.11330 -26.05026  -1.348
C -23.28784 27.26232 -29.73310  -1.066
C -25.76493 24.15118 -20.15006  -0.659
C -25.99720 27.65811 -21.19644  0.547
C -21.86676 29.73648 -25.19083  -0.859
C -27.45807 18.68520 -27.35134  -1.041
C -22.49111 23.33015 -25.77527  -0.395
C -23.31513 24.78756 -30.25536  -0.464
C -20.45675 24.28266 -26.55254  -1.004
C -25.47082 20.32365 -27.38032  -1.262
C -25.61534 26.21041 -21.20492  0.313
C -31.57043 22.35416 -31.68261  -1.540
C -24.83588 23.62302 -28.91654  -0.287
H -27.62005 20.80686 -27.17678  -1.157
H -32.07237 22.34886 -29.65466  0.137
H -32.31833 19.50189 -22.29127  0.434
H -25.34314 29.37656 -22.22627  0.360
H -23.44957 26.74256 -25.49240  -0.013
H -21.94044 26.28464 -31.09339  0.473
H -30.12841 20.70677 -22.67881  0.322
H -29.41454 22.62437 -30.32280  0.340
H -28.87476 25.56578 -22.31066  0.134
H -25.73795 28.00964 -20.19098  0.330
H -31.14474 21.34288 -31.70624  0.382
H -22.87768 26.91557 -28.77833  0.047
H -24.52828 26.10750 -21.33872  0.537
H -25.80699 23.73620 -28.44352  0.059
H -24.71866 26.69705 -24.49670  0.166
H -25.98510 25.72814 -22.12694  -0.746
H -25.45298 25.10029 -25.19117  -0.196
H -27.01750 17.87113 -26.76469  0.199
H -22.33725 22.51147 -26.48378  0.461
H -19.56285 25.37150 -25.00262  0.103
H -26.22064 23.64963 -21.01736  0.151
H -26.93344 27.15601 -26.02621  -0.082
H -32.57591 22.07303 -32.01875  0.414
H -23.34766 24.03249 -31.04763  0.397
H -24.06839 23.36265 -28.17132  -0.077
H -24.78143 26.40946 -31.62106  0.286
H -29.34182 18.73994 -29.13734  0.337
H -29.76876 24.27097 -30.00121  0.334
H -31.03525 22.07034 -24.55788  -0.095
H -25.20294 21.33000 -27.05682  0.105
H -21.99055 30.74334 -25.60203  0.319
H -28.79392 23.24258 -23.78312  -0.091
H -19.31674 27.44550 -26.80028  0.585
H -30.67529 18.86024 -28.03960  0.283
H -29.38364 26.64184 -24.75883  -0.159
H -25.89979 23.50346 -25.67136  -0.179
H -24.55537 27.88510 -27.18384  -0.537
H -20.88856 26.72545 -27.18788  -0.157
H -22.54384 24.50326 -29.51741  0.061
H -27.79754 20.02864 -25.05330  0.467
H -31.13070 22.89839 -32.52248  0.340
H -32.14909 16.68264 -22.24929  0.322
H -24.35867 30.02521 -26.22134  0.487
H -31.82308 20.60321 -25.23485  0.372
H -31.78058 29.13542 -24.35411  0.187
H -27.17907 18.47459 -28.39490  0.402
H -32.06149 24.86217 -31.11074  0.264
H -28.96682 22.78685 -26.77413  0.234
H -26.66642 28.62163 -25.11543  0.273
H -24.77314 22.80678 -29.64867  0.431
H -17.68938 24.52091 -26.11087  0.251
H -32.02896 18.59488 -23.70748  0.373
H -29.91240 18.99269 -25.05267  0.102
H -23.54538 23.59096 -25.69945  -0.484
H -30.13827 25.03252 -24.06030  -0.080
H -29.06339 18.92022 -23.68698  0.322
H -32.32515 24.77626 -29.54410  0.281
H -20.41555 24.07666 -27.63296  0.240
H -22.09866 29.69462 -24.11818  0.352
H -20.67945 27.14378 -25.58652  -0.069
H -24.45279 29.49423 -24.58971  0.317
H -25.79455 28.23670 -23.15139  -0.268
H -24.35666 27.29432 -29.50717  0.221
H -23.74859 25.95241 -32.75624  0.248
H -26.12586 19.63883 -25.17076  0.306
H -23.01408 28.23804 -30.11928  0.496
H -28.06627 27.53374 -20.50549  0.284
H -17.72798 26.09531 -26.66074  0.249
H -29.55659 20.24231 -28.16015  0.151
H -22.20454 22.95783 -24.78031  0.429
H -25.35464 20.30995 -28.46591  0.433
H -27.69554 29.08238 -21.28762  0.405
H -24.69172 23.95596 -20.24536  0.322
H -30.89648 27.05151 -24.00814  0.296
H -32.13455 17.58682 -20.72861  0.299
H -32.39078 21.26946 -23.81708  0.459
H -20.06928 23.32014 -26.16296  0.460
H -30.79856 16.45664 -21.03530  0.244
H -26.19986 23.72155 -19.25003  0.278
H -27.94350 27.72723 -22.26177  0.104
H -31.64146 24.36078 -23.86524  0.282
H -31.34276 30.03100 -25.73472  0.272
H -28.12707 22.52187 -28.28901  0.297
H -27.44625 22.40339 -24.54893  -0.209
H -24.77878 19.61887 -26.91378  0.370
H -26.84424 28.67432 -26.87685  0.550
H -28.47683 24.11744 -27.82917  0.569
H -29.48997 25.64112 -20.69932  0.214
H -20.85931 29.35595 -25.32416  0.190

gap between HOMO and LUMO = 9.65 eV



The structure with the most favorable energy is B; the runner-up is 0.0336 hartree above it.



## A
Computed, not measured: 2 unconnected molecules or ions with the total composition C4H10NO2S, with wB97M-V/def2-TZVPD.

Each line ends with the Mulliken charge.
Positions of all 18 atoms, in Å:
S -1.52647 -1.42457 -1.33491  -0.549
O -2.45952 -0.45752 1.57045  -0.663
O 2.90061 0.78629 1.98444  -0.652
N 1.12155 1.06092 0.61913  -0.134
C 0.12765 -0.90241 -0.61975  -1.793
C 0.15475 1.44876 -1.63129  -1.242
C 2.13996 0.34724 1.12905  -0.036
C 0.09441 0.58047 -0.33942  0.781
H -1.84034 -1.09134 1.17206  0.265
H 2.25819 -0.64508 0.68233  0.362
H -0.86956 0.79237 0.11648  0.285
H -0.62785 2.19955 -1.53729  0.288
H -3.33088 -0.65297 1.22396  0.315
H 1.10335 1.95186 -1.81145  0.352
H 0.87365 -1.17170 -1.36936  0.407
H 0.22774 -1.52849 0.26482  0.491
H 0.90690 1.91114 1.13120  0.244
H -0.07002 0.77903 -2.46204  0.278

gap between HOMO and LUMO = 6.82 eV
total charge = -1



## B
Computed, not measured: 2 unconnected molecules or ions with the total composition C4H10NO2S, with wB97M-V/def2-TZVPD.

Each line ends with the Mulliken charge.
Positions of all 18 atoms, in Å:
S -1.93629 -1.12393 1.86732  -0.373
O 0.08617 -2.01396 -0.56496  -0.712
O 1.19727 -0.17559 -1.07380  -0.718
N 1.84377 -2.20707 -1.98669  -0.490
C 1.01805 -1.43188 -1.16180  0.511
C -1.11705 1.18844 0.57470  -0.240
C -0.54083 0.11020 1.48596  -0.513
C -0.11869 2.30400 0.28159  -0.895
H 0.23371 2.70456 1.34170  0.239
H -0.51310 3.13887 -0.39365  0.269
H 2.35374 -1.78348 -2.73997  0.206
H 1.55537 -3.15383 -2.15272  0.200
H -0.16140 0.58202 2.42045  0.378
H -1.39358 -1.81472 0.81290  0.246
H -2.06868 1.56947 1.06772  0.388
H -1.37933 0.74166 -0.39767  0.213
H 0.68747 1.82700 -0.31425  0.212
H 0.25340 -0.46174 0.93317  0.081

gap between HOMO and LUMO = 8.01 eV
total charge = -1



The structure with the most favorable energy is B; the runner-up is 0.0187 hartree above it.